[1]
{"formula": "C4H14N2O", "method": "the ωB97M-V functional and the def2-TZVPD basis", "species": ["C", "H", "H", "H", "H", "H", "C", "H", "N", "H", "H", "O", "C", "N", "H", "H", "H", "H", "H", "H", "C"], "xyz": [[-0.988, 1.699, 0.330], [-0.990, -2.297, -1.915], [-1.280, 1.877, 1.445], [-1.855, -0.435, -1.177], [-1.911, 1.577, -0.242], [-0.380, -0.361, 0.942], [-0.238, 0.310, 0.029], [0.527, 2.326, -0.786], [0.038, 2.769, -0.037], [0.694, -1.969, -1.370], [1.864, -2.547, 3.107], [1.679, -1.791, 2.543], [-0.707, -0.384, -1.207], [1.243, 0.350, -0.288], [0.739, -1.653, 2.416], [1.883, -0.232, 0.209], [1.562, 1.330, -0.059], [-0.444, 3.573, -0.423], [-0.719, -2.489, -0.320], [-0.320, 0.220, -2.061], [-0.398, -1.872, -1.137]], "atomic_forces_ev_per_a": [[2.1, -0.3, 1.4], [0.0, -0.6, -1.2], [0.6, -0.6, -1.9], [1.2, 0.8, -0.4], [0.1, 0.8, -0.2], [-0.1, 0.7, -1.1], [1.0, -0.8, 2.0], [0.3, 0.5, -1.0], [-2.2, -0.7, 0.3], [-0.9, -0.6, 0.4], [-0.5, 0.0, 0.0], [0.7, 0.4, -0.3], [-3.6, -0.3, 1.2], [-0.1, 3.5, 0.5], [-0.1, -0.4, 0.3], [-0.2, -0.7, 0.8], [0.0, -1.7, -0.1], [0.1, 0.1, 0.0], [0.1, 0.5, 1.2], [-0.4, -1.1, 0.3], [2.0, 0.5, -2.1]], "mulliken_charge": [-0.42, 0.37, 0.28, 0.28, 0.28, -0.20, 0.65, 0.25, -0.67, 0.31, 0.30, -0.61, -0.41, -0.72, 0.31, 0.26, 0.23, 0.25, 0.35, 0.16, -1.23], "smiles": "CC[C@@H](N)CN.O", "homo_lumo_gap_ha": 0.36274, "charge": 0}

[2]
{"formula": "C4H14N2O", "method": "the ωB97M-V functional and the def2-TZVPD basis", "species": ["H", "H", "H", "C", "H", "C", "H", "H", "H", "H", "N", "H", "H", "H", "H", "H", "C", "N", "H", "O", "C"], "xyz": [[3.846, 1.358, -0.946], [-2.366, -1.546, -0.920], [-0.816, -2.173, -0.353], [1.851, 0.782, -0.909], [-1.915, -0.951, 1.475], [-1.460, -0.376, 0.658], [2.925, 1.843, 0.405], [-2.389, 1.493, 1.259], [0.372, 0.565, 0.319], [-0.862, -0.735, -1.382], [2.927, 1.403, -0.506], [2.034, 0.310, -1.891], [1.215, -0.945, 0.694], [-0.124, 0.513, 1.933], [1.754, -1.826, -0.545], [-1.904, 1.432, -0.441], [-2.331, 0.854, 0.378], [-0.106, -0.017, 1.069], [-3.341, 0.558, 0.103], [2.063, -1.275, 0.181], [-1.372, -1.266, -0.580]], "atomic_forces_ev_per_a": [[-0.2, -0.1, 0.1], [-0.1, 0.0, -0.1], [0.0, -0.1, 0.0], [-0.3, 0.5, -0.5], [0.0, 0.0, -0.1], [-0.2, 0.0, -0.1], [0.0, 0.1, -0.2], [0.0, 0.1, 0.0], [-0.5, -0.4, 0.6], [0.0, 0.1, -0.1], [0.5, 0.1, 0.0], [0.2, 0.0, 0.2], [1.1, -0.8, -0.9], [0.0, 0.0, 0.0], [-0.1, -0.1, 0.2], [0.0, 0.1, -0.1], [0.1, -0.2, 0.1], [0.2, 0.5, -0.2], [-0.1, 0.0, 0.0], [-0.7, 0.0, 0.8], [-0.1, 0.1, 0.3]], "mulliken_charge": [0.21, 0.43, 0.28, -0.51, 0.28, 0.42, 0.22, 0.35, 0.37, 0.25, -0.23, 0.10, 0.51, 0.22, 0.29, 0.29, -1.33, -0.54, 0.40, -0.70, -1.32], "homo_lumo_gap_ha": 0.33234, "charge": 0}

[3]
{"formula": "C4H14N2O", "method": "the ωB97M-V functional and the def2-TZVPD basis", "species": ["H", "H", "H", "H", "O", "C", "H", "H", "N", "H", "H", "H", "C", "H", "C", "H", "N", "H", "H", "C", "H"], "xyz": [[-0.409, -3.197, -1.211], [0.194, -1.656, -1.839], [0.442, -2.495, 0.729], [0.806, 2.805, -0.472], [0.425, 3.472, 2.809], [-0.497, -2.064, -1.131], [0.475, 3.052, 1.932], [0.024, 0.777, -1.189], [0.999, 2.028, 0.140], [1.626, -0.511, 1.042], [-2.604, -1.732, -0.864], [1.626, -0.528, -0.734], [0.903, -0.468, 0.240], [-0.822, 0.859, 0.374], [0.158, 0.844, -0.107], [-0.872, -1.243, 0.891], [-1.849, -1.700, -1.543], [1.997, 1.834, 0.142], [-2.087, -2.164, -2.411], [-0.045, -1.651, 0.280], [-0.489, 3.740, 2.925]], "atomic_forces_ev_per_a": [[0.2, 1.1, 0.2], [0.4, 0.3, -0.5], [0.0, -0.3, 0.5], [0.0, -0.1, -0.2], [0.0, 0.0, -0.1], [-1.0, -2.2, 0.5], [0.1, -0.1, 0.0], [-0.7, -0.1, 0.1], [-0.3, 0.1, 1.0], [-0.3, 0.7, 0.7], [0.5, -0.4, -0.1], [-1.3, -0.4, 2.2], [1.8, 0.3, -3.4], [0.1, 0.4, 0.2], [1.3, -0.3, -0.3], [0.0, -0.9, -0.1], [0.0, 0.9, -0.2], [-0.4, -0.1, -0.1], [-0.3, 0.1, 0.3], [-0.4, 1.2, -0.7], [0.0, 0.0, 0.0]], "mulliken_charge": [0.28, 0.30, 0.31, 0.22, -0.69, -0.50, 0.38, 0.22, -0.58, 0.39, 0.18, 0.32, -0.96, 0.21, -0.08, 0.36, -0.52, 0.18, 0.20, -0.52, 0.31], "smiles": "NCCCCN.O", "homo_lumo_gap_ha": 0.36754, "charge": 0}

In kcal/mol, the relative energy (zero: lowest compared OMol25 entry of this formula, charge and spin) values for the records above are, in order, 57.43; 69.91; 38.11.